1.
C33H45EuN5S as an isolated structure in a non-equilibrium geometry, computed with ωB97M-V/def2-TZVPD.

Last column: Mulliken charge in e.
Atoms and positions in Å:
Eu1 -0.006 0.739 -0.336  1.028
N1 2.298 0.898 0.943  -0.137
N2 0.367 3.030 1.727  0.402
C1 -2.815 0.393 -0.738  1.157
C2 -2.542 0.307 0.660  0.155
C3 -1.760 -0.866 0.886  0.501
C4 -1.295 -1.310 2.219  -0.550
H1 -0.971 -0.459 2.840  0.180
H2 -0.419 -1.974 2.119  -0.376
H3 -2.086 -1.854 2.767  0.242
C5 -1.521 -1.484 -0.390  0.679
C6 -0.741 -2.712 -0.673  -1.055
H4 -1.391 -3.571 -0.915  0.277
H5 -0.123 -2.988 0.195  -0.022
H6 -0.045 -2.579 -1.517  0.238
C7 -2.147 -0.681 -1.388  -0.330
C8 -2.090 -0.929 -2.852  -1.632
H7 -1.080 -1.219 -3.181  0.290
H8 -2.383 -0.036 -3.418  0.407
H9 -2.772 -1.740 -3.148  0.271
C9 -3.037 1.207 1.731  -1.551
H10 -3.790 0.700 2.359  0.372
H11 -3.492 2.116 1.316  0.383
H12 -2.217 1.520 2.396  0.064
C10 -3.725 1.340 -1.427  -1.424
H13 -3.197 1.905 -2.212  0.054
H14 -4.156 2.058 -0.721  0.404
H15 -4.564 0.808 -1.912  0.325
C11 3.376 0.158 0.627  -0.133
H16 3.553 0.012 -0.443  0.359
C12 4.221 -0.372 1.601  -0.742
H17 5.087 -0.952 1.297  0.314
C13 3.879 -0.173 2.947  -0.196
H18 4.445 -0.679 3.727  0.357
C14 2.817 0.651 3.280  -1.001
H19 2.569 0.905 4.309  0.306
C15 2.017 1.240 2.244  1.204
C16 0.957 2.122 2.575  -0.976
H20 0.841 2.382 3.626  0.214
C17 0.458 2.955 0.340  -1.088
C18 -0.472 4.108 2.105  -0.842
H21 -0.639 4.363 3.135  0.452
C19 -0.934 4.650 0.975  -0.543
H22 -1.586 5.488 0.824  0.577
N3 -0.406 3.934 -0.106  0.513
C20 -0.704 4.056 -1.483  0.059
C21 -2.021 4.342 -1.901  1.398
C22 -2.296 4.314 -3.274  -0.668
H23 -3.306 4.556 -3.615  0.215
C23 -1.310 3.998 -4.211  0.672
C24 -1.604 4.009 -5.681  -1.561
H24 -1.602 2.995 -6.104  0.298
H25 -0.848 4.589 -6.224  0.366
H26 -2.583 4.456 -5.872  0.371
C25 -0.031 3.662 -3.765  -1.153
H27 0.742 3.397 -4.491  0.340
C26 0.304 3.710 -2.409  1.262
C27 1.727 3.479 -2.008  -1.148
H28 2.220 4.414 -1.701  0.299
H29 2.268 3.100 -2.883  0.363
H30 1.881 2.751 -1.181  0.224
C28 -3.143 4.609 -0.952  -2.261
H31 -3.155 5.657 -0.617  0.455
H32 -3.128 3.961 -0.066  0.343
H33 -4.097 4.430 -1.468  0.398
C29 -0.314 -5.029 2.491  -1.017
N4 1.043 -5.358 2.065  0.286
C30 1.500 -6.709 2.341  -1.142
C31 1.894 -4.453 1.526  -0.442
S1 1.767 -2.783 1.761  0.159
N5 2.922 -4.991 0.736  0.101
C32 4.102 -5.439 1.476  -1.185
C33 3.249 -4.245 -0.485  -0.802
H34 -0.387 -4.988 3.586  0.290
H35 -1.000 -5.798 2.109  0.415
H36 -0.600 -4.061 2.075  0.221
H37 1.846 -7.190 1.422  0.307
H38 2.307 -6.706 3.088  0.237
H39 0.657 -7.268 2.752  0.413
H40 4.945 -5.463 0.778  0.464
H41 4.348 -4.762 2.310  0.252
H42 3.944 -6.452 1.860  0.250
H43 2.389 -4.266 -1.165  0.212
H44 3.484 -3.194 -0.259  0.196
H45 4.105 -4.741 -0.955  0.382

Results
⟨S²⟩: 12.03
total charge: -1
HOMO-LUMO gap (alpha / beta): 0.089 / 0.183 Ha
spin multiplicity: 7

2.
C16H14BCaF3N7O2Se as an isolated structure, computed with ωB97M-V/def2-TZVPD.

Last column: Mulliken charge in e.
Atoms and positions in Å:
Ca1 -0.748 0.482 -0.550  1.908
C1 -2.849 -3.629 0.001  -1.031
C2 -2.088 -2.723 -0.743  -0.266
N1 -1.561 -1.789 0.042  -0.401
N2 -1.979 -2.065 1.297  0.263
C3 -2.755 -3.158 1.295  -0.107
B1 -1.675 -1.125 2.482  -0.106
N3 -2.496 0.179 2.333  0.190
C4 -3.448 0.648 3.154  -0.175
C5 -3.948 1.821 2.627  -0.982
C6 -3.223 1.992 1.443  -0.357
N4 -2.349 1.007 1.278  -0.177
N5 -0.180 -0.798 2.521  0.076
C7 0.704 -1.127 3.475  -0.148
C8 1.937 -0.617 3.126  -1.139
C9 1.705 0.028 1.905  -0.120
N6 0.431 -0.085 1.548  -0.255
H1 -3.393 -4.487 -0.353  0.382
H2 -1.917 -2.683 -1.806  0.471
H3 -3.182 -3.520 2.215  0.429
H4 -2.002 -1.668 3.504  -0.154
H5 -3.701 0.108 4.051  0.419
H6 -4.723 2.450 3.030  0.380
H7 -3.301 2.767 0.697  0.428
H8 0.386 -1.695 4.333  0.432
H9 2.861 -0.692 3.671  0.378
H10 2.376 0.589 1.273  0.511
F1 2.620 4.451 -1.767  -0.268
C10 1.708 3.516 -2.046  0.907
F2 0.490 4.072 -1.841  -0.273
F3 1.804 3.249 -3.361  -0.245
C11 1.836 2.241 -1.163  0.322
O1 2.490 2.356 -0.137  -0.677
O2 1.179 1.246 -1.597  -0.848
Se1 -2.868 0.413 -2.482  -0.534
C12 -2.304 1.167 -4.129  0.107
C13 -1.041 1.723 -4.335  0.173
C14 -0.713 2.249 -5.573  -0.368
N7 -1.531 2.270 -6.627  -0.618
C15 -2.736 1.733 -6.429  -0.313
C16 -3.160 1.182 -5.234  -0.437
H11 -0.302 1.731 -3.546  0.159
H12 0.274 2.677 -5.720  0.388
H13 -3.408 1.743 -7.283  0.324
H14 -4.156 0.763 -5.154  0.355

Results
total charge: -1
energy relative to the best compared isomer or geometry (same formula, charge and spin): 7.95 kcal per mole
HOMO-LUMO gap: 0.264 Ha

3.
C6H16N2 as an isolated structure in a non-equilibrium geometry, computed with ωB97M-V/def2-TZVPD.

Last column: Mulliken charge in e.
Atoms and positions in Å:
C1 -2.344 -0.089 0.319  0.059
C2 -3.526 0.327 -0.495  -1.279
C3 -1.832 -0.152 -1.096  -0.567
N1 0.449 0.408 0.813  -0.481
C4 0.527 -0.489 1.961  -0.931
C5 1.449 -0.018 -0.212  -0.653
C6 2.847 0.477 -0.115  -0.644
N2 3.420 0.296 -1.603  -0.655
H1 -2.348 -1.023 0.903  0.282
H2 -2.017 0.730 0.941  0.231
H3 -4.359 0.538 0.223  0.451
H4 -3.454 1.224 -1.168  0.329
H5 -3.924 -0.477 -1.034  0.404
H6 -1.251 0.705 -1.566  0.278
H7 -1.793 -0.994 -1.729  0.321
H8 -0.306 -0.495 2.679  0.316
H9 1.542 -0.361 2.428  0.267
H10 0.648 -1.503 1.568  0.321
H11 1.074 0.299 -1.196  0.402
H12 1.409 -1.101 -0.223  0.369
H13 2.622 1.547 -0.022  0.414
H14 3.273 0.139 0.867  0.249
H15 3.459 -0.566 -0.659  0.290
H16 4.437 0.578 -1.583  0.227

Results
energy relative to the best compared isomer or geometry (same formula, charge and spin): 262.89 kcal per mole
HOMO-LUMO gap: 0.167 Ha

4.
One molecule with the formula C14H28N2O4S in a non-equilibrium geometry, computed with ωB97M-V/def2-TZVPD.

Last column: Mulliken charge in e.
Atoms and positions in Å:
C1 5.626 -0.073 -0.848  -1.187
H1 4.913 -0.335 -1.625  0.314
C2 4.904 0.105 0.482  -0.274
C3 3.777 1.115 0.386  -0.863
H2 3.408 1.422 1.360  0.339
H3 4.057 1.995 -0.188  0.508
S1 2.332 0.405 -0.459  1.130
O1 2.683 0.000 -1.789  -0.685
O2 1.255 1.353 -0.325  -0.701
N1 2.061 -0.972 0.462  0.270
C4 1.760 -2.175 -0.289  -1.301
C5 0.299 -2.207 -0.732  -0.476
H4 0.092 -3.136 -1.264  0.481
H5 0.125 -1.369 -1.411  0.217
C6 -0.613 -2.086 0.495  0.201
C7 -2.072 -2.203 0.056  0.062
O3 -2.704 -3.229 0.225  -0.706
N2 -2.561 -1.134 -0.600  0.024
H6 -2.072 -0.251 -0.573  0.216
C8 -3.936 -1.067 -1.031  -0.988
C9 -4.730 -0.019 -0.249  -0.525
C10 -4.271 1.407 -0.538  -0.662
O4 -2.995 1.625 0.020  -0.213
C11 -2.558 2.963 -0.100  -0.405
C12 -1.261 3.142 0.670  -0.728
H7 -1.405 2.840 1.704  0.289
H8 -0.465 2.543 0.235  -0.047
H9 -0.966 4.188 0.643  0.429
H10 -3.335 3.634 0.302  0.353
H11 -2.414 3.214 -1.163  0.304
H12 -4.988 2.121 -0.101  0.412
H13 -4.243 1.586 -1.626  0.322
H14 -5.785 -0.102 -0.514  0.387
H15 -4.622 -0.212 0.819  0.262
H16 -4.365 -2.059 -0.871  0.470
H17 -3.967 -0.832 -2.101  0.345
C13 -0.283 -0.798 1.251  0.088
C14 1.203 -0.777 1.614  -1.522
H18 1.433 -1.572 2.332  0.480
H19 1.466 0.184 2.057  0.501
H20 -0.485 0.078 0.636  -0.222
H21 -0.881 -0.727 2.161  0.460
H22 -0.425 -2.944 1.151  0.386
H23 1.988 -3.034 0.350  0.463
H24 2.424 -2.182 -1.153  0.501
H25 5.617 0.432 1.244  0.385
H26 4.478 -0.847 0.803  0.233
H27 6.127 0.849 -1.136  0.315
H28 6.372 -0.860 -0.772  0.358

Results
structure (SMILES): CCCS(=O)(=O)N1CCC(C(=O)NCCCOCC)CC1
energy relative to the best compared isomer or geometry (same formula, charge and spin): 13.70 kcal per mole
HOMO-LUMO gap: 0.361 Ha

Which formula does entry 2 have?
C16H14BCaF3N7O2Se